C35H57N2O2P2Ti | ωB97M-V with the def2-TZVPD basis set

Each line ends with the Löwdin charge.
CARTESIAN COORDINATES (ANGSTROEM)
C  2.712  1.393  -0.925  -0.302
C  1.167  0.441  -2.321  -0.233
C  3.474  1.811  -2.018  0.026
C  1.726  1.033  -3.454  0.023
C  2.923  1.711  -3.292  0.021
H  4.461  2.225  -1.843  0.142
H  1.301  0.795  -4.432  0.144
H  3.448  2.094  -4.155  0.138
N  1.453  0.935  -1.092  0.023
P  1.827  1.557  1.638  1.114
P  -1.195  -1.451  -2.168  1.355
C  3.259  1.323  0.481  -0.189
H  3.722  0.341  0.699  0.108
H  4.039  2.074  0.649  0.094
C  0.737  -1.007  -2.395  -0.285
H  0.962  -1.353  -3.411  0.090
C  -1.074  -3.149  -3.037  -0.641
C  -2.955  -0.570  -2.254  -0.650
C  2.282  0.523  3.124  -0.678
C  1.921  3.424  1.826  -0.645
C  -1.009  -4.180  -1.891  -0.072
H  -1.859  -4.084  -1.201  0.082
H  -1.030  -5.194  -2.321  0.112
H  -0.081  -4.084  -1.306  0.060
C  -2.277  -3.385  -3.960  -0.084
H  -3.238  -3.445  -3.444  0.072
H  -2.306  -2.606  -4.733  0.081
H  -2.129  -4.342  -4.485  0.111
C  0.118  -3.376  -3.995  -0.070
H  -0.001  -4.389  -4.412  0.116
H  0.089  -2.671  -4.836  0.105
H  1.109  -3.341  -3.529  0.058
C  -3.958  -1.552  -1.632  -0.060
H  -3.660  -1.811  -0.605  0.066
H  -4.953  -1.081  -1.592  0.123
H  -4.060  -2.485  -2.196  0.068
C  -2.989  0.724  -1.434  -0.105
H  -2.862  0.541  -0.360  0.045
H  -2.233  1.445  -1.761  0.079
H  -3.979  1.199  -1.561  0.125
C  -3.229  -0.207  -3.710  -0.080
H  -3.288  -1.077  -4.368  0.063
H  -4.197  0.315  -3.771  0.111
H  -2.447  0.467  -4.085  0.094
C  0.887  3.866  2.873  -0.065
H  0.865  4.967  2.888  0.113
H  -0.123  3.516  2.628  0.073
H  1.159  3.530  3.883  0.084
C  1.603  4.078  0.465  -0.058
H  2.334  3.792  -0.302  0.081
H  0.599  3.845  0.108  0.060
H  1.672  5.170  0.597  0.120
C  3.313  3.953  2.221  -0.058
H  3.225  5.043  2.346  0.117
H  3.689  3.551  3.165  0.069
H  4.064  3.784  1.440  0.086
C  2.564  -0.928  2.680  -0.084
H  3.514  -1.008  2.134  0.091
H  2.642  -1.553  3.585  0.115
H  1.777  -1.366  2.038  0.032
C  1.128  0.539  4.138  -0.057
H  0.226  0.048  3.744  0.051
H  1.451  -0.015  5.033  0.118
H  0.857  1.558  4.440  0.081
C  3.543  1.121  3.751  -0.064
H  4.346  1.258  3.014  0.095
H  3.329  2.071  4.254  0.085
H  3.910  0.423  4.515  0.115
Ti  0.221  0.068  0.566  0.828
C  -0.781  1.753  0.488  -0.119
O  -1.403  2.763  0.475  0.167
N  0.969  -1.571  -0.105  0.033
C  1.339  -1.780  -1.334  -0.373
C  2.433  -2.749  -1.570  -0.186
C  2.562  -3.744  -0.587  -0.028
C  3.331  -2.715  -2.663  -0.013
C  3.581  -4.690  -0.655  -0.025
H  1.830  -3.770  0.229  0.113
C  4.334  -3.689  -2.744  -0.027
H  3.222  -1.950  -3.441  0.126
C  4.474  -4.650  -1.735  -0.015
H  3.654  -5.433  0.139  0.126
H  5.013  -3.692  -3.599  0.127
H  5.281  -5.383  -1.783  0.130
C  -3.566  -0.790  2.349  -0.028
C  -2.160  -0.265  2.555  -0.208
O  -1.203  -0.934  1.677  -0.342
C  -1.217  -2.393  1.797  -0.212
C  -0.806  -2.830  3.183  -0.025
H  -3.880  -0.776  1.300  0.070
H  -4.252  -0.146  2.909  0.112
H  -3.681  -1.802  2.752  0.096
H  -2.090  0.806  2.341  0.110
H  -1.827  -0.425  3.589  0.124
H  -2.222  -2.725  1.518  0.123
H  -0.523  -2.761  1.037  0.084
H  -1.598  -2.645  3.916  0.096
H  -0.624  -3.908  3.158  0.108
H  0.121  -2.344  3.516  0.075

Summary:
ΔE to the lowest compared entry with this formula, charge and spin in kcal/mol: 3.7
HOMO level (spin up / spin down) in eV: -16.127 / -16.132
Net charge: +3
Gap between HOMO and LUMO (spin up / spin down) in Eh: 0.1896 / 0.1904


C35H57N2O4SSbV | ωB97M-V with the def2-TZVPD basis set

Each line ends with the Mulliken spin population.
CARTESIAN COORDINATES (ANGSTROEM)
V  -0.747  -0.730  -1.119  2.135
C  0.236  4.208  -0.061  0.000
C  -0.671  4.375  -1.283  0.001
C  0.113  4.214  -2.588  0.003
C  -1.913  3.505  -1.185  -0.009
C  -3.153  4.148  -1.167  -0.003
C  -4.332  3.447  -1.012  0.003
C  -4.301  2.071  -0.823  0.007
C  -3.079  1.423  -0.811  0.023
C  -4.046  -0.772  -0.247  0.003
C  -4.686  -0.438  1.090  0.000
C  -5.017  -0.913  -1.427  0.000
C  -1.871  2.110  -1.052  -0.021
N  -0.692  1.349  -1.109  0.009
C  -0.276  1.004  -2.383  -0.060
C  0.735  0.077  -2.551  -0.019
N  1.298  -0.554  -1.476  0.030
C  2.586  -1.080  -1.568  0.071
C  3.676  -0.284  -2.025  0.010
C  4.950  -0.848  -2.068  -0.015
C  5.213  -2.135  -1.643  0.017
C  4.160  -2.886  -1.152  -0.013
C  2.863  -2.394  -1.108  -0.031
C  1.762  -3.351  -0.687  0.053
C  1.362  -4.210  -1.889  -0.006
C  2.143  -4.270  0.478  0.004
C  3.637  1.199  -2.415  0.001
C  3.192  1.504  -3.853  0.000
C  2.945  2.114  -1.405  -0.004
H  1.086  4.892  -0.123  0.000
H  0.614  3.188  -0.005  0.001
H  -0.313  4.424  0.858  0.000
H  -1.043  5.405  -1.268  -0.001
H  0.624  3.254  -2.630  -0.002
H  0.870  4.999  -2.665  0.000
H  -0.548  4.291  -3.454  0.000
H  -3.182  5.226  -1.276  0.000
H  -5.283  3.965  -1.022  0.000
H  -5.224  1.527  -0.698  0.000
H  -3.555  -1.738  -0.142  0.001
H  -5.181  0.531  1.112  0.000
H  -3.939  -0.457  1.883  0.001
H  -5.429  -1.210  1.302  0.000
H  -5.962  -0.400  -1.239  -0.001
H  -4.521  -2.697  -1.939  -0.002
H  -4.556  -0.464  -2.314  0.001
H  -0.831  1.339  -3.256  -0.061
H  0.967  -0.247  -3.564  -0.031
H  5.770  -0.233  -2.425  -0.001
H  6.216  -2.539  -1.682  0.001
H  4.345  -3.899  -0.816  0.000
H  0.885  -2.774  -0.390  -0.016
H  2.218  -4.817  -2.202  -0.001
H  1.028  -3.600  -2.725  0.003
H  0.530  -4.870  -1.636  0.002
H  2.853  -5.039  0.164  -0.001
H  1.251  -4.789  0.835  0.001
H  2.589  -3.734  1.319  0.000
H  4.692  1.490  -2.390  0.001
H  2.111  1.501  -3.967  -0.001
H  3.615  0.781  -4.554  0.001
H  3.547  2.499  -4.136  -0.001
H  1.901  1.850  -1.250  0.013
H  2.988  3.149  -1.757  -0.001
H  3.452  2.070  -0.440  0.001
C  0.047  1.626  4.032  -0.005
C  -0.574  1.384  2.660  0.014
C  -2.071  1.684  2.682  0.000
Sb  -0.224  -0.546  1.729  -0.017
C  1.845  -0.903  2.249  -0.002
C  2.184  -1.307  3.678  -0.002
C  2.655  0.292  1.760  0.013
C  -1.328  -1.933  2.977  0.003
C  -1.309  -1.713  4.484  -0.003
C  -0.880  -3.341  2.584  -0.002
H  -0.176  2.646  4.366  0.000
H  1.130  1.513  4.027  0.000
H  -0.356  0.944  4.784  0.001
H  -0.104  2.055  1.935  -0.001
H  -2.600  1.014  3.368  0.000
H  -2.528  1.587  1.697  0.001
H  -2.249  2.708  3.028  0.000
H  2.090  -1.737  1.591  -0.001
H  1.902  -0.544  4.405  0.000
H  3.265  -1.464  3.771  0.000
H  1.694  -2.238  3.966  0.000
H  2.489  1.183  2.371  0.000
H  2.396  0.533  0.729  -0.010
H  3.726  0.062  1.788  0.001
H  -2.354  -1.807  2.617  0.000
H  -0.295  -1.751  4.887  0.001
H  -1.890  -2.494  4.988  0.000
H  -1.741  -0.751  4.763  0.000
H  0.158  -3.525  2.871  0.000
H  -0.970  -3.496  1.506  0.004
H  -1.497  -4.094  3.087  0.000
O  -2.922  0.080  -0.566  0.069
S  -2.014  -2.373  -2.252  -0.117
O  -5.346  -2.270  -1.649  0.002
O  -1.553  -2.494  -0.700  -0.015
O  -1.274  -3.284  -3.180  -0.028

Summary:
ΔE to the lowest compared entry with this formula, charge and spin in kcal/mol: 0.0
HOMO level (spin up / spin down) in eV: -3.718 / -3.749
Net charge: -1
Multiplicity: 3
Gap between HOMO and LUMO (spin up / spin down) in Eh: 0.2308 / 0.2319


C35H57N2O5P2S | ωB97M-V with the def2-TZVPD basis set

Each line ends with the Löwdin charge.
CARTESIAN COORDINATES (ANGSTROEM)
C  -1.372  -1.409  -5.254  0.119
C  -1.431  -1.728  -4.102  -0.137
C  -1.185  -2.301  -2.772  -0.199
C  -1.313  -3.831  -2.667  -0.364
P  -2.809  -4.423  -3.717  0.942
O  -3.876  -3.195  -3.457  -0.255
O  -2.298  -4.379  -5.286  -0.268
C  0.032  -4.613  -2.896  -0.385
C  -0.136  -6.012  -3.504  -0.080
C  -0.144  -7.248  -2.577  -0.167
C  1.232  -7.876  -2.318  -0.266
N  2.022  -7.196  -1.285  0.013
O  0.699  -3.831  -3.931  0.035
C  2.056  -3.709  -3.825  -0.428
O  2.813  -4.615  -3.986  0.186
C  2.528  -2.312  -3.561  -0.132
C  2.894  -1.890  -2.294  -0.040
C  3.310  -0.581  -2.079  -0.090
C  3.337  0.309  -3.144  -0.091
C  2.987  -0.112  -4.417  -0.065
C  2.577  -1.421  -4.629  -0.008
N  0.729  -4.497  -1.643  0.169
C  -0.240  -4.735  -0.609  -0.444
O  -0.014  -5.147  0.475  0.157
C  -1.641  -4.342  -1.205  -0.603
S  -2.397  -3.136  -0.032  0.895
C  -2.588  -5.447  -1.057  -0.253
C  -3.398  -6.312  -0.907  0.152
H  -1.314  -1.038  -6.249  0.039
H  -0.193  -1.974  -2.442  0.101
H  -1.892  -1.828  -2.089  0.056
H  -4.142  -2.738  -4.264  0.062
H  -2.677  -3.650  -5.792  0.044
H  -1.021  -6.052  -4.129  0.075
H  0.715  -6.144  -4.168  0.121
H  -0.697  -7.107  -1.650  0.089
H  -0.695  -8.016  -3.127  0.115
H  1.742  -7.930  -3.282  0.110
H  1.029  -8.909  -2.025  0.106
H  2.925  -6.957  -1.680  0.064
H  2.252  -7.858  -0.554  0.066
H  2.883  -2.568  -1.448  0.119
H  3.587  -0.251  -1.088  0.102
H  3.639  1.332  -2.966  0.101
H  3.017  0.565  -5.258  0.108
H  2.294  -1.742  -5.621  0.127
H  1.009  -3.536  -1.445  0.116
H  -1.370  -2.301  0.196  -0.140
H  -4.286  -6.858  -0.692  0.052
C  -2.934  6.640  3.513  -0.097
C  -2.358  6.186  2.174  -0.250
C  -2.685  4.728  1.846  -0.223
C  -1.879  3.682  2.632  -0.261
P  -0.210  3.315  2.067  1.018
C  -0.305  2.991  0.288  -0.268
C  -1.362  2.018  -0.256  -0.214
C  -1.118  0.519  -0.060  -0.261
C  0.271  0.046  -0.474  -0.105
C  0.342  1.783  2.830  -0.259
C  0.457  1.628  4.356  -0.209
C  1.689  2.230  5.038  -0.249
C  3.007  1.997  4.308  -0.102
C  0.982  4.670  2.110  -0.254
C  1.575  5.288  3.387  -0.214
C  0.594  5.718  4.490  -0.253
C  0.384  7.230  4.542  -0.100
H  -2.580  6.025  4.344  0.065
H  -2.652  7.670  3.723  0.077
H  -4.024  6.590  3.499  0.083
H  -1.279  6.357  2.161  0.075
H  -2.773  6.818  1.387  0.117
H  -2.549  4.563  0.775  0.098
H  -3.744  4.555  2.045  0.124
H  -2.405  2.722  2.553  0.107
H  -1.884  3.908  3.700  0.087
H  0.697  2.712  -0.050  0.099
H  -0.492  3.968  -0.168  0.101
H  -1.435  2.205  -1.330  0.125
H  -2.343  2.268  0.156  0.104
H  -1.861  -0.015  -0.656  0.094
H  -1.324  0.227  0.973  0.090
H  0.454  0.239  -1.533  0.085
H  0.374  -1.028  -0.313  0.058
H  1.065  0.528  0.100  0.058
H  1.251  1.449  2.326  0.094
H  -0.427  1.065  2.530  0.083
H  0.460  0.555  4.555  0.121
H  -0.445  2.019  4.835  0.110
H  1.761  1.799  6.038  0.117
H  1.535  3.297  5.202  0.070
H  3.243  0.933  4.247  0.086
H  3.823  2.488  4.838  0.083
H  3.000  2.400  3.293  0.055
H  0.560  5.465  1.489  0.096
H  1.826  4.291  1.520  0.106
H  2.165  6.151  3.074  0.121
H  2.308  4.593  3.796  0.082
H  0.995  5.408  5.457  0.106
H  -0.367  5.211  4.387  0.071
H  1.308  7.733  4.826  0.083
H  -0.375  7.492  5.279  0.077
H  0.067  7.628  3.576  0.070

Summary:
HOMO level in eV: -9.605
Net charge: +1
Gap between HOMO and LUMO in Eh: 0.2714


C35H58N4O3P2PbSi4Te | ωB97M-V with the def2-TZVPD basis set

Each line ends with the Löwdin charge.
CARTESIAN COORDINATES (ANGSTROEM)
Pb  -1.834  -0.722  -1.426  1.025
O  0.899  0.261  -2.980  -0.306
N  1.035  1.486  -3.255  -0.039
N  1.270  2.236  -2.226  -0.280
O  1.418  1.840  -1.003  -0.166
C  1.351  3.639  -2.497  -0.176
C  0.997  4.509  -1.477  -0.012
C  1.049  5.879  -1.697  -0.099
C  1.481  6.383  -2.917  -0.130
C  1.865  5.500  -3.921  -0.113
C  1.800  4.130  -3.719  -0.035
H  0.674  4.088  -0.535  0.100
H  0.760  6.556  -0.902  0.094
H  1.525  7.452  -3.084  0.084
H  2.238  5.882  -4.865  0.089
H  2.082  3.427  -4.490  0.099
N  -3.850  -0.776  2.549  0.030
C  -3.163  -0.938  1.282  -0.918
O  -3.617  -0.282  0.283  -0.295
C  -2.802  -2.422  1.038  -0.307
C  -2.483  -2.760  -0.430  -0.342
H  -4.223  0.168  2.560  0.067
H  -4.645  -1.413  2.542  0.068
H  -3.675  -2.990  1.392  0.094
H  -1.975  -2.690  1.695  0.066
H  -3.378  -3.164  -0.913  0.011
H  -1.710  -3.531  -0.479  0.009
C  2.631  -3.778  -1.278  -0.309
P  1.768  -2.179  -1.701  0.914
C  2.897  -1.033  -0.820  -0.272
C  2.362  -2.098  -3.462  -0.388
C  3.709  -2.101  -3.799  -0.107
C  4.122  -2.081  -5.127  -0.106
C  3.173  -2.051  -6.135  -0.108
C  1.821  -2.017  -5.809  -0.100
C  1.400  -2.035  -4.486  -0.377
P  -0.376  -1.892  -3.988  0.828
C  -0.912  -3.622  -4.403  -0.283
C  -1.097  -1.021  -5.435  -0.276
H  3.717  -3.715  -1.386  0.022
H  2.256  -4.572  -1.926  0.022
H  2.391  -4.042  -0.245  0.017
H  3.874  -0.939  -1.296  0.031
H  3.027  -1.409  0.199  0.014
H  2.407  -0.056  -0.764  -0.001
H  4.460  -2.112  -3.017  0.088
H  5.179  -2.087  -5.369  0.090
H  3.480  -2.039  -7.174  0.089
H  1.099  -1.949  -6.612  0.082
H  -0.634  -3.939  -5.412  0.027
H  -1.996  -3.684  -4.281  0.028
H  -0.461  -4.299  -3.673  0.024
H  -0.877  -1.499  -6.391  0.020
H  -0.730  0.006  -5.438  0.045
H  -2.178  -0.996  -5.293  0.019
C  2.869  -2.077  3.269  -0.216
Si  1.355  -1.651  4.305  0.320
C  0.247  -3.166  4.167  -0.218
C  1.986  -1.601  6.086  -0.224
Si  0.223  0.292  3.693  0.026
Te  -1.066  0.319  1.566  0.751
Si  -1.169  0.750  5.530  0.318
C  -2.293  2.186  5.063  -0.235
C  -2.284  -0.727  5.860  -0.229
C  -0.437  1.221  7.211  -0.223
Si  1.766  2.035  3.523  0.304
C  0.926  3.550  2.802  -0.226
C  2.544  2.545  5.169  -0.223
C  3.188  1.649  2.359  -0.208
H  3.364  -2.974  3.652  0.026
H  3.597  -1.263  3.260  0.005
H  2.581  -2.263  2.230  0.010
H  0.781  -4.085  4.427  0.024
H  -0.118  -3.262  3.140  0.017
H  -0.633  -3.084  4.810  0.009
H  2.475  -2.540  6.359  0.022
H  1.170  -1.424  6.792  0.001
H  2.707  -0.789  6.219  0.016
H  -2.644  2.044  4.037  -0.001
H  -1.758  3.140  5.094  0.015
H  -3.166  2.258  5.719  0.021
H  -2.806  -0.985  4.932  0.005
H  -3.030  -0.513  6.632  0.022
H  -1.705  -1.600  6.174  0.005
H  0.168  2.128  7.144  0.000
H  0.210  0.435  7.610  0.004
H  -1.237  1.402  7.935  0.021
H  0.091  3.888  3.422  0.015
H  0.519  3.281  1.822  0.000
H  1.625  4.381  2.669  0.027
H  1.780  2.834  5.894  -0.003
H  3.224  3.392  5.034  0.022
H  3.111  1.718  5.609  0.014
H  2.785  1.358  1.382  0.020
H  3.810  0.827  2.722  0.003
H  3.826  2.525  2.215  0.029
N  -7.038  1.495  -6.870  0.106
C  -6.309  1.155  -6.046  -0.213
C  -5.393  0.717  -5.022  -0.269
C  -4.304  1.511  -4.660  -0.057
C  -3.405  1.047  -3.711  -0.158
C  -3.542  -0.196  -3.085  -0.302
C  -4.660  -0.955  -3.458  -0.136
C  -5.571  -0.526  -4.412  -0.068
H  -4.171  2.479  -5.130  0.106
H  -2.553  1.677  -3.460  0.089
H  -4.819  -1.927  -2.999  0.083
H  -6.421  -1.137  -4.694  0.101

Summary:
ΔE to the lowest compared entry with this formula, charge and spin in kcal/mol: 91.2
HOMO level in eV: -1.413
Net charge: -2
Gap between HOMO and LUMO in Eh: 0.2052